# 1
This record from OMol25 describes a molecular structure, C37H48BF4MnN2O2P2Se2. The level of theory is wB97M-V/def2-TZVPD.

Positions of all 99 atoms, in Å:
Mn1 0.563 1.431 0.136
O1 3.422 2.743 -1.015
C1 4.626 2.270 -0.415
C2 4.432 0.811 0.004
C3 5.844 0.205 0.112
O2 5.721 -1.172 0.430
C4 3.768 0.656 1.376
Se1 2.122 1.619 1.847
C5 3.728 0.001 -1.096
Se2 2.041 0.744 -1.743
H1 3.558 3.600 -1.431
H2 4.881 2.873 0.460
H3 5.441 2.340 -1.143
H4 6.400 0.743 0.887
H5 6.371 0.332 -0.842
H6 6.583 -1.518 0.673
H7 4.482 1.001 2.126
H8 3.616 -0.405 1.568
H9 3.506 -1.001 -0.738
H10 4.382 -0.071 -1.966
C6 -2.308 -0.226 0.409
C7 -2.713 1.230 0.703
P1 -1.298 2.255 1.311
C8 -1.570 2.396 3.099
C9 -2.641 3.162 3.560
C10 -2.898 3.257 4.917
C11 -2.083 2.591 5.824
C12 -1.015 1.832 5.372
C13 -0.757 1.731 4.011
C14 -1.551 3.937 0.677
C15 -0.508 4.838 0.897
C16 -0.602 6.140 0.434
C17 -1.732 6.551 -0.260
C18 -2.770 5.661 -0.483
C19 -2.683 4.357 -0.014
P2 -1.164 -0.888 1.704
C20 -0.292 -2.259 0.865
C21 1.102 -2.216 0.863
C22 1.844 -3.244 0.291
C23 1.194 -4.330 -0.275
C24 -0.197 -4.394 -0.261
C25 -0.934 -3.366 0.305
C26 -2.270 -1.785 2.840
C27 -1.741 -2.799 3.638
C28 -2.532 -3.442 4.575
C29 -3.860 -3.072 4.740
C30 -4.391 -2.056 3.961
C31 -3.601 -1.416 3.016
H11 -1.775 -0.250 -0.547
H12 -3.196 -0.851 0.286
H13 -3.495 1.267 1.464
H14 -3.106 1.677 -0.209
H15 -3.269 3.699 2.858
H16 -3.729 3.855 5.268
H17 -2.282 2.669 6.885
H18 -0.378 1.316 6.078
H19 0.070 1.126 3.663
H20 0.380 4.520 1.435
H21 0.209 6.835 0.613
H22 -1.802 7.566 -0.629
H23 -3.650 5.977 -1.027
H24 -3.504 3.678 -0.202
H25 1.600 -1.371 1.328
H26 2.927 -3.207 0.312
H27 1.767 -5.145 -0.700
H28 -0.703 -5.258 -0.673
H29 -2.016 -3.435 0.342
H30 -0.703 -3.093 3.524
H31 -2.109 -4.232 5.182
H32 -4.477 -3.575 5.472
H33 -5.424 -1.757 4.086
H34 -4.039 -0.621 2.424
F1 -0.660 1.850 -1.426
B1 -1.306 1.811 -2.812
F2 -2.529 1.210 -2.610
F3 -1.366 3.094 -3.246
F4 -0.461 1.005 -3.580
C32 -2.151 -1.943 -3.738
C33 -0.909 -2.593 -3.151
N1 0.320 -2.234 -3.884
C34 0.469 -2.942 -5.169
C35 1.165 -4.282 -4.996
C36 1.250 -1.413 -3.442
C37 2.393 -1.052 -4.336
N2 1.234 -0.906 -2.210
H35 -3.011 -2.209 -3.123
H36 -2.350 -2.296 -4.749
H37 -2.062 -0.861 -3.747
H38 -0.980 -3.682 -3.189
H39 -0.799 -2.354 -2.098
H40 0.995 -2.308 -5.877
H41 -0.535 -3.073 -5.566
H42 2.161 -4.161 -4.566
H43 1.271 -4.772 -5.963
H44 0.596 -4.946 -4.346
H45 2.031 -0.438 -5.161
H46 2.861 -1.945 -4.746
H47 3.147 -0.492 -3.793
H48 0.414 -1.101 -1.654

Values from the calculation:
Largest force on an atom: 0.4 eV Å⁻¹
HOMO level (alpha / beta): -9.79 / -10.01 eV
Expectation value of S²: 3.816
Spin multiplicity: 4
Lowest unoccupied orbital energy (alpha / beta): -2.23 / -2.16 eV
Orbital gap (alpha / beta): 7.56 / 7.85 eV
Charge: +1

***

# 2
This record from OMol25 describes a molecular structure, C37H48CrN4OP2S. The level of theory is wB97M-V/def2-TZVPD.

Positions of all 94 atoms, in Å:
Cr1 0.372 0.075 0.697
C1 0.440 2.008 -4.136
C2 0.543 0.896 -3.087
C3 1.858 0.118 -3.235
P1 0.252 1.395 -1.332
C4 1.073 3.014 -0.946
C5 0.311 4.249 -1.422
C6 2.530 3.024 -1.411
C7 -1.525 1.738 -1.181
C8 -2.449 1.906 -2.207
C9 -3.762 2.247 -1.920
C10 -4.129 2.414 -0.587
C11 -3.226 2.204 0.441
C12 -1.899 1.845 0.170
N1 -0.947 1.482 1.144
C13 -1.068 1.985 2.452
C14 -1.545 3.280 2.692
C15 -1.748 3.739 3.979
C16 -1.474 2.920 5.071
C17 -0.934 1.668 4.851
C18 -0.692 1.197 3.558
P2 0.166 -0.354 3.152
C19 1.779 -0.315 4.056
C20 1.842 0.115 5.522
C21 2.512 -1.645 3.841
C22 -0.885 -1.751 3.776
C23 -0.525 -3.081 3.101
C24 -0.934 -1.923 5.295
H1 0.229 1.569 -5.113
H2 1.383 2.548 -4.221
H3 -0.340 2.732 -3.917
H4 -0.276 0.186 -3.253
H5 2.719 0.755 -3.040
H6 1.951 -0.265 -4.254
H7 1.892 -0.728 -2.550
H8 1.070 2.998 0.145
H9 0.290 4.323 -2.510
H10 0.806 5.146 -1.045
H11 -0.717 4.255 -1.059
H12 2.608 3.074 -2.496
H13 3.062 2.142 -1.055
H14 3.030 3.906 -1.008
H15 -2.146 1.785 -3.239
H16 -4.483 2.390 -2.713
H17 -5.147 2.692 -0.341
H18 -3.557 2.285 1.468
H19 -1.765 3.920 1.848
H20 -2.121 4.743 4.133
H21 -1.655 3.268 6.079
H22 -0.691 1.051 5.704
H23 2.302 0.453 3.487
H24 1.270 -0.531 6.186
H25 1.514 1.142 5.654
H26 2.888 0.066 5.833
H27 2.094 -2.428 4.475
H28 3.565 -1.537 4.104
H29 2.453 -1.980 2.801
H30 -1.882 -1.455 3.437
H31 0.453 -3.438 3.422
H32 -0.513 -2.990 2.017
H33 -1.261 -3.840 3.370
H34 0.030 -2.245 5.689
H35 -1.664 -2.695 5.546
H36 -1.236 -1.007 5.800
N2 -1.941 -3.113 -1.028
C25 -3.215 -2.602 -1.405
C26 -3.871 -3.050 -2.536
C27 -5.102 -2.501 -2.867
C28 -5.652 -1.484 -2.099
C29 -4.972 -1.007 -0.985
C30 -3.769 -1.590 -0.634
S1 -2.858 -1.139 0.810
N3 -1.261 -1.257 0.194
C31 -0.988 -2.284 -0.538
C32 0.458 -2.571 -0.793
C33 0.926 -3.614 -1.567
C34 2.293 -3.827 -1.664
C35 3.152 -2.974 -0.993
C36 2.605 -1.928 -0.269
N4 1.292 -1.741 -0.165
H37 -1.620 -3.908 -1.556
H38 -3.433 -3.829 -3.150
H39 -5.630 -2.865 -3.737
H40 -6.608 -1.059 -2.370
H41 -5.369 -0.202 -0.383
H42 0.240 -4.261 -2.098
H43 2.679 -4.645 -2.258
H44 4.223 -3.104 -1.044
H45 3.223 -1.200 0.235
C37 3.356 0.917 1.453
O1 2.085 0.822 0.891
H46 3.444 1.801 2.093
H47 4.109 1.015 0.659
H48 3.625 0.032 2.045

Values from the calculation:
Largest force on an atom: 0.8 eV Å⁻¹
HOMO level (alpha / beta): -9.22 / -9.38 eV
Energy above the lowest of the compared OMol25 structures with the same formula, charge and spin: 0.00 kcal/mol
Expectation value of S²: 3.789
Spin multiplicity: 4
Lowest unoccupied orbital energy (alpha / beta): -3.31 / -3.48 eV
Orbital gap (alpha / beta): 5.91 / 5.89 eV
Charge: +1

***

# 3
This record from OMol25 describes a molecular structure, C37H48MnNO2S2Si. The level of theory is wB97M-V/def2-TZVPD.

Positions of all 92 atoms, in Å:
Mn1 -0.198 0.582 1.050
C1 1.600 -0.193 0.419
Si1 2.739 0.264 1.857
C2 1.611 -0.227 3.308
N1 0.165 0.147 3.098
C3 -0.138 1.462 3.794
C4 -1.492 1.460 4.482
C5 -1.531 0.403 5.591
C6 -0.842 -0.901 5.140
C7 -0.727 -0.938 3.628
C8 3.126 2.081 1.692
C9 3.749 2.496 0.509
C10 4.085 3.828 0.306
C11 3.786 4.775 1.278
C12 3.171 4.382 2.460
C13 2.855 3.046 2.666
C14 4.238 -0.815 1.783
C15 4.108 -2.198 1.610
C16 5.225 -3.015 1.569
C17 6.492 -2.459 1.700
C18 6.641 -1.090 1.873
C19 5.520 -0.273 1.914
H1 1.311 -1.245 0.317
H2 1.766 0.245 -0.567
H3 1.937 0.080 4.304
H4 1.678 -1.320 3.298
H5 -0.062 2.277 3.071
H6 0.635 1.638 4.544
H7 -2.286 1.301 3.747
H8 -1.662 2.455 4.895
H9 -2.564 0.213 5.881
H10 -1.034 0.795 6.479
H11 -1.402 -1.776 5.471
H12 0.151 -0.999 5.583
H13 -1.720 -0.813 3.188
H14 -0.332 -1.885 3.264
H15 4.007 1.768 -0.256
H16 4.602 4.124 -0.598
H17 4.060 5.813 1.127
H18 2.973 5.111 3.236
H19 2.427 2.755 3.618
H20 3.126 -2.653 1.503
H21 5.113 -4.083 1.434
H22 7.366 -3.097 1.668
H23 7.628 -0.660 1.978
H24 5.647 0.796 2.049
C20 -5.739 -2.641 0.160
C21 -4.867 -1.437 -0.184
C22 -4.097 -0.978 1.046
S1 -2.934 0.376 0.859
O1 -1.797 -0.153 -0.032
C23 -3.820 1.611 -0.111
C24 -3.753 1.418 -1.622
C25 -4.510 2.541 -2.324
H25 -6.302 -2.966 -0.713
H26 -6.456 -2.399 0.947
H27 -5.134 -3.483 0.499
H28 -5.491 -0.622 -0.556
H29 -4.160 -1.696 -0.975
H30 -3.466 -1.782 1.436
H31 -4.757 -0.661 1.861
H32 -3.366 2.563 0.176
H33 -4.845 1.597 0.272
H34 -4.163 0.452 -1.907
H35 -2.706 1.411 -1.927
H36 -5.568 2.533 -2.060
H37 -4.437 2.436 -3.406
H38 -4.108 3.516 -2.047
O2 -0.229 2.417 0.417
S2 0.676 3.564 -0.117
C26 -0.433 4.921 -0.343
C27 -1.446 4.906 -1.296
C28 -2.268 6.012 -1.405
C29 -2.071 7.114 -0.574
C30 -1.055 7.119 0.367
C31 -0.223 6.013 0.487
C32 1.017 3.081 -1.795
C33 1.972 3.821 -2.478
C34 2.258 3.493 -3.794
C35 1.603 2.430 -4.403
C36 0.658 1.692 -3.702
C37 0.354 2.017 -2.388
H39 -1.564 4.055 -1.957
H40 -3.053 6.036 -2.149
H41 -2.712 7.980 -0.676
H42 -0.904 7.983 1.001
H43 0.583 5.998 1.213
H44 2.484 4.643 -1.990
H45 2.996 4.063 -4.343
H46 1.834 2.171 -5.428
H47 0.155 0.862 -4.181
H48 -0.383 1.449 -1.835

Values from the calculation:
Largest force on an atom: 0.6 eV Å⁻¹
HOMO level (alpha / beta): -13.64 / -13.65 eV
Energy above the lowest of the compared OMol25 structures with the same formula, charge and spin: 8.05 kcal/mol
Expectation value of S²: 6.469
Spin multiplicity: 5
Lowest unoccupied orbital energy (alpha / beta): -6.98 / -4.81 eV
Orbital gap (alpha / beta): 6.66 / 8.84 eV
Charge: +2

***

# 4
This record from OMol25 describes a molecular structure, C37H49F2MnN3P2STe. The level of theory is wB97M-V/def2-TZVPD.

Positions of all 96 atoms, in Å:
Mn1 0.802 -0.014 -0.895
C1 -7.011 0.186 1.274
S1 -6.365 1.769 1.849
C2 -4.794 1.219 2.549
C3 -3.704 1.034 1.499
C4 -2.363 0.714 2.154
N1 -1.261 0.410 1.211
P1 -0.348 1.568 0.365
C5 -1.433 2.726 -0.472
C6 -2.088 3.748 0.220
C7 -3.006 4.548 -0.438
C8 -3.271 4.340 -1.787
C9 -2.612 3.338 -2.485
C10 -1.693 2.534 -1.828
C11 0.562 2.526 1.593
C12 0.960 1.930 2.789
C13 1.706 2.645 3.712
C14 2.072 3.956 3.440
C15 1.698 4.549 2.241
C16 0.946 3.839 1.317
P2 -0.951 -1.077 0.453
C17 -2.378 -1.615 -0.518
C18 -2.408 -1.246 -1.863
C19 -3.503 -1.552 -2.657
C20 -4.573 -2.245 -2.109
C21 -4.548 -2.630 -0.773
C22 -3.458 -2.316 0.022
C23 -0.784 -2.328 1.749
C24 -0.356 -1.985 3.030
C25 -0.098 -2.972 3.972
C26 -0.250 -4.311 3.637
C27 -0.672 -4.663 2.360
C28 -0.938 -3.678 1.419
H1 -7.950 0.395 0.766
H2 -7.209 -0.479 2.113
H3 -6.335 -0.290 0.564
H4 -4.960 0.298 3.114
H5 -4.503 1.985 3.272
H6 -3.631 1.945 0.907
H7 -3.984 0.237 0.810
H8 -2.467 -0.137 2.832
H9 -2.033 1.559 2.766
H10 -1.890 3.912 1.272
H11 -3.521 5.332 0.100
H12 -3.991 4.967 -2.296
H13 -2.814 3.186 -3.537
H14 -1.172 1.756 -2.377
H15 0.668 0.909 3.008
H16 1.991 2.186 4.649
H17 2.639 4.521 4.168
H18 1.972 5.575 2.035
H19 0.643 4.315 0.393
H20 -1.572 -0.706 -2.300
H21 -3.522 -1.257 -3.698
H22 -5.429 -2.491 -2.724
H23 -5.384 -3.171 -0.350
H24 -3.457 -2.604 1.067
H25 -0.240 -0.943 3.304
H26 0.210 -2.695 4.971
H27 -0.061 -5.078 4.376
H28 -0.823 -5.705 2.108
H29 -1.302 -3.962 0.438
F1 2.053 0.000 -3.028
C29 1.987 1.077 -2.087
F2 3.301 1.173 -1.582
H30 1.896 1.977 -2.693
C30 5.337 4.681 -3.524
Te1 6.314 3.280 -2.290
C31 8.271 3.940 -2.706
H31 5.428 4.341 -4.556
H32 5.826 5.645 -3.401
H33 4.292 4.728 -3.229
H34 8.319 5.007 -2.496
H35 8.475 3.755 -3.760
H36 8.963 3.388 -2.076
C32 2.915 -4.062 0.381
C33 2.325 -2.634 0.400
N2 2.160 -2.108 -0.969
C34 1.230 -2.978 -1.720
C35 1.731 -4.438 -1.748
N3 3.062 -4.473 -1.056
C36 4.026 -3.558 -1.752
C37 3.472 -2.117 -1.644
H37 2.262 -4.785 0.867
H38 3.902 -4.121 0.834
H39 2.978 -1.961 0.954
H40 1.355 -2.644 0.892
H41 1.134 -2.584 -2.731
H42 0.251 -2.937 -1.248
H43 1.876 -4.816 -2.758
H44 1.071 -5.117 -1.211
H45 3.424 -5.426 -1.092
H46 4.108 -3.898 -2.783
H47 4.992 -3.677 -1.267
H48 3.363 -1.679 -2.630
H49 4.150 -1.487 -1.071

Values from the calculation:
Largest force on an atom: 0.8 eV Å⁻¹
HOMO level (alpha / beta): -13.36 / -13.36 eV
Energy above the lowest of the compared OMol25 structures with the same formula, charge and spin: 23.02 kcal/mol
Expectation value of S²: 6.067
Spin multiplicity: 5
Lowest unoccupied orbital energy (alpha / beta): -6.90 / -10.45 eV
Orbital gap (alpha / beta): 6.46 / 2.91 eV
Charge: +3

***

Which of these has the highest charge? C37H49F2MnN3P2STe

***

expectation value of S² of number 3 (C37H48MnNO2S2Si)? 6.469

***

Which of these has the highest expectation value of S²? C37H48MnNO2S2Si

***

Look up the spin multiplicity of the first one. 4